Below is a structure of composition C30H22BrF5N5O2SSeTi, with properties calculated with ωB97M-V/def2-TZVPD.

Summary:
Energy above the lowest of the compared OMol25 structures with the same formula, charge and spin: 0.0 kcal/mol
HOMO-LUMO gap (alpha / beta): 7.0332 / 7.2874 eV
HOMO (alpha / beta): -7.02 / -7.48 eV
Expectation value of S²: 0.76
Spin multiplicity: 2

Last column: Mulliken charge in e.
Geometry (Å):
C: -3.45 1.26 -3.54  -0.7286
C: -0.84 -0.60 5.42  -0.9155
C: 2.57 -0.68 -2.41  -0.1479
O: -0.09 0.89 -2.18  0.1236
F: 1.72 -3.76 -0.67  -0.3446
C: 1.20 4.22 1.14  -0.8445
C: 3.28 1.59 -3.12  -0.7747
H: -1.62 1.50 -6.36  0.4253
C: -1.71 -0.02 3.26  0.3156
H: 4.10 1.63 -2.41  0.3190
C: -2.43 1.08 -2.61  1.1075
H: 1.74 0.53 1.70  0.5788
H: -3.98 1.53 -5.60  0.3976
H: 2.76 1.26 4.07  0.3039
C: -0.62 -3.44 -0.28  -0.2341
H: 1.76 -2.55 -2.54  0.1271
N: -1.95 0.72 -0.28  1.2474
C: 2.75 -0.39 -4.62  -0.2752
Ti: -0.02 0.18 -0.48  -0.5034
H: -2.07 -0.10 7.10  0.3914
H: -0.05 -1.04 6.03  0.4120
C: 2.08 3.83 2.12  -0.5354
H: -3.63 0.92 3.24  0.4810
F: 1.91 -5.59 1.22  -0.3099
F: -2.69 -5.25 2.11  -0.3068
H: 3.65 2.78 4.00  0.3972
C: -1.71 -3.87 0.46  0.3138
H: 2.60 4.57 2.72  0.3933
H: 2.42 2.12 -2.72  0.2165
C: 1.61 1.59 1.54  -0.1691
N: 2.91 0.20 -3.37  0.3226
C: -2.86 0.50 3.86  -0.2047
H: 2.96 0.14 -5.53  0.4673
C: -0.71 -0.57 4.04  -0.2813
N: -2.39 0.69 1.07  -1.1394
N: 2.20 -1.79 -3.05  0.2884
C: 0.72 -5.03 0.97  -0.1800
C: 3.26 1.97 3.40  -1.3671
Se: -0.83 -2.09 -1.62  -0.3368
S: 2.57 -0.44 -0.71  -0.4127
H: 4.10 1.44 2.94  0.3080
Br: -0.61 3.85 -0.95  -0.0728
H: 0.99 5.26 0.94  0.4422
N: 0.76 1.95 0.57  0.8712
C: 2.29 -1.64 -4.41  -0.6855
C: -0.82 1.22 -4.40  -0.6639
C: -0.39 -5.44 1.69  0.8201
F: -0.28 -6.39 2.62  -0.3219
H: 2.01 -2.41 -5.10  0.4526
C: -2.98 0.47 5.24  -0.6957
F: -2.92 -3.35 0.28  -0.3887
C: -1.97 -0.07 6.02  -0.3684
C: 0.56 3.24 0.39  0.1310
C: -1.85 1.39 -5.31  -0.5518
C: 0.59 -4.05 0.00  0.6073
H: 0.22 1.21 -4.72  0.2759
C: -2.80 0.97 -1.18  -0.8433
H: -4.48 1.27 -3.18  0.4046
H: 3.58 2.02 -4.07  0.3358
C: -1.10 1.05 -3.05  0.5744
O: -0.45 -0.54 1.29  -0.3785
H: 0.16 -0.99 3.55  0.4863
C: -1.61 -4.86 1.43  0.1328
H: -3.84 1.12 -0.89  0.3115
C: -1.52 0.03 1.78  0.6020
C: 2.31 2.48 2.34  0.0248
H: -3.87 0.88 5.71  0.4032
C: -3.18 1.40 -4.89  -0.8308